Entry 1:
Molecular formula: C29H48O18
Method: DFT, the ωB97M-V functional and the def2-TZVPD basis

## Properties
SMILES: C[C@H]1COC(=O)O1.C[C@H]1COC(=O)O1.C[C@H]1COC(=O)O1.C[C@H]1COC(=O)O1.C[C@H]1COC(=O)O1.CC(C)=O.CC(C)=O.CC(C)=O
Lowest unoccupied orbital energy: 0.062 eV
Relative energy (zero: lowest compared OMol25 entry of this formula, charge and spin): 0.000 eV
Highest occupied orbital energy: -9.2 eV

```
! RIJCOSX wB97M-V def2-TZVPD def2/J DEFGRID3
* xyz 0 1
C 4.67 -0.28 1.36
C 5.13 1.15 1.36
O 5.91 1.65 2.10
C 4.50 2.01 0.27
H 3.58 -0.30 1.36
H 5.05 -0.78 2.26
H 4.98 -0.78 0.44
H 4.92 3.02 0.38
H 3.41 1.99 0.26
H 4.90 1.62 -0.68
C -2.24 5.44 0.04
C -2.01 5.68 1.48
O -2.89 5.82 2.29
C -0.60 5.82 1.93
H -1.65 6.16 -0.52
H -3.28 5.42 -0.26
H -1.81 4.48 -0.32
H -0.14 6.79 1.74
H 0.04 5.11 1.37
H -0.54 5.57 2.99
C -0.93 0.21 0.46
C -0.49 1.63 0.15
O -1.07 2.38 -0.59
C 0.74 2.02 0.85
H -0.10 -0.49 0.53
H -1.59 -0.07 -0.36
H -1.45 0.26 1.42
H 0.85 3.06 0.62
H 1.63 1.47 0.51
H 0.72 1.86 1.92
C -2.44 -1.58 4.90
C -0.96 -1.53 5.12
C -0.09 -2.61 4.42
O 0.96 -1.87 3.87
C 0.74 -0.47 4.00
O 1.48 0.34 3.64
O -0.50 -0.29 4.63
H -2.69 -2.52 5.38
H -2.67 -1.63 3.85
H -2.90 -0.76 5.42
H -0.74 -1.59 6.18
H -0.66 -3.10 3.68
H 0.26 -3.35 5.15
C -5.14 -1.22 -0.30
C -4.04 -2.27 -0.25
C -4.57 -3.69 -0.27
O -4.44 -4.10 -1.60
C -3.58 -3.23 -2.26
O -3.25 -3.45 -3.38
O -3.34 -2.13 -1.51
H -5.83 -1.48 -1.11
H -4.73 -0.27 -0.64
H -5.60 -1.16 0.65
H -3.35 -2.14 0.58
H -5.61 -3.77 0.05
H -3.99 -4.39 0.36
C 3.59 4.81 -2.22
C 2.13 4.58 -1.86
C 1.39 5.87 -1.61
O 0.11 5.70 -2.26
C 0.18 4.63 -3.06
O -0.67 4.27 -3.79
O 1.37 3.99 -2.83
H 3.93 5.54 -1.46
H 3.60 5.27 -3.21
H 4.14 3.88 -2.15
H 2.11 3.87 -1.01
H 1.93 6.63 -2.15
H 1.28 6.17 -0.59
C -0.99 -5.54 -2.79
C -0.97 -5.64 -1.26
C 0.39 -5.78 -0.63
O 0.42 -4.79 0.38
C -0.64 -3.94 0.29
O -0.82 -3.03 0.95
O -1.46 -4.43 -0.72
H -0.44 -4.65 -3.00
H -2.00 -5.39 -3.13
H -0.48 -6.39 -3.20
H -1.67 -6.43 -0.92
H 1.19 -5.53 -1.32
H 0.69 -6.76 -0.26
C 0.08 -1.32 -3.03
C 1.05 -1.58 -1.93
C 2.00 -2.66 -2.32
O 3.18 -1.98 -2.62
C 3.10 -0.69 -2.21
O 3.98 0.10 -2.34
O 1.85 -0.40 -1.79
H -0.39 -0.32 -2.92
H -0.70 -2.08 -3.05
H 0.60 -1.36 -4.00
H 0.55 -1.77 -0.99
H 1.60 -3.06 -3.25
H 2.21 -3.48 -1.67
*
```

=====

Entry 2:
Molecular formula: C29H49BrN2OP2Pb
Method: DFT, the ωB97M-V functional and the def2-TZVPD basis

## Properties
Lowest unoccupied orbital energy (spin up / spin down): -6.406 / -6.645 eV
Relative energy (zero: lowest compared OMol25 entry of this formula, charge and spin): 1.479 eV
Highest occupied orbital energy (spin up / spin down): -11.8 / -11.8 eV

```
! RIJCOSX wB97M-V def2-TZVPD def2/J DEFGRID3
* xyz 2 1
N -2.01 -5.42 -8.91
C -0.70 -5.30 -8.63
C -0.30 -4.77 -7.40
C -1.27 -4.39 -6.47
C -2.63 -4.49 -6.84
C -2.96 -5.02 -8.08
C -0.92 -3.86 -5.19
Pb 0.14 -3.48 -1.92
P -1.30 -1.63 4.87
C -1.87 -3.62 -4.25
C -1.69 -2.68 -3.15
C -2.44 -2.78 -1.93
C -2.13 -1.85 -0.90
C -1.25 -0.83 -1.17
C -0.35 -0.85 -2.20
C -0.61 -1.71 -3.31
Br -0.51 0.81 0.57
H 0.14 -3.63 -5.02
H -2.89 -4.08 -4.26
H 0.75 -4.65 -7.17
H -3.42 -4.15 -6.20
H 0.02 -5.60 -9.39
H -4.01 -5.09 -8.35
H -3.32 -3.46 -1.92
H -0.15 -1.54 -4.29
H -2.66 -1.89 0.05
H 0.56 -0.26 -2.22
P -2.36 1.69 -0.28
C -0.17 -2.60 3.81
C 0.11 -3.89 4.62
H 0.74 -1.99 3.64
H -0.68 -2.79 2.85
H 0.93 -4.44 4.14
H 0.39 -3.61 5.66
H -0.80 -4.52 4.64
C -2.95 -1.83 4.09
C -4.10 -1.52 5.07
H -2.99 -2.88 3.74
H -2.95 -1.15 3.22
H -5.05 -1.79 4.58
H -3.99 -2.11 5.99
H -4.12 -0.45 5.33
C -0.91 0.11 4.51
C 0.02 0.64 5.59
H -1.86 0.65 4.48
H -0.46 0.14 3.51
H 0.40 1.63 5.34
H -0.52 0.70 6.55
H 0.88 -0.02 5.72
C -1.79 3.30 0.29
C -2.44 4.37 -0.53
H -0.69 3.32 0.24
H -2.10 3.38 1.35
H -1.88 4.59 -1.44
H -3.46 4.11 -0.83
H -2.49 5.28 0.05
C -3.78 1.02 0.60
C -4.80 0.32 -0.29
H -4.24 1.91 1.04
H -3.41 0.36 1.40
H -5.07 0.90 -1.19
H -4.46 -0.65 -0.62
H -5.71 0.15 0.30
C -2.53 1.47 -2.05
C -1.46 2.04 -2.98
H -3.48 1.98 -2.29
H -2.70 0.40 -2.27
H -1.56 1.58 -3.97
H -1.58 3.12 -3.10
H -0.43 1.87 -2.66
C 4.66 1.90 -1.26
N 3.56 0.94 -1.49
C 2.61 1.37 -2.49
C 3.19 -0.02 -0.59
C 4.02 -0.22 0.66
O 2.16 -0.69 -0.77
H 4.69 2.53 -2.17
H 5.64 1.42 -1.13
H 4.47 2.54 -0.37
H 2.47 0.61 -3.27
H 1.63 1.60 -2.04
H 3.01 2.27 -2.93
H 3.44 0.20 1.51
H 4.11 -1.31 0.83
H 5.01 0.26 0.57
*
```

=====

Entry 3:
Molecular formula: C29H49NO21
Method: DFT, the ωB97M-V functional and the def2-TZVPD basis

## Properties
SMILES: C[C@H]1COC(=O)O1.C[C@H]1COC(=O)O1.C[C@H]1COC(=O)O1.C[C@H]1COC(=O)O1.COC(=O)OC.COC(=O)OC.COC(=O)OC.CCCC#N
Lowest unoccupied orbital energy: 0.306 eV
Relative energy (zero: lowest compared OMol25 entry of this formula, charge and spin): 1.047 eV
Highest occupied orbital energy: -9.5 eV

```
! RIJCOSX wB97M-V def2-TZVPD def2/J DEFGRID3
* xyz 0 1
C 15.13 -0.41 -8.87
C 15.07 -1.64 -9.77
C 14.10 -1.62 -10.94
O 14.92 -2.03 -12.02
C 16.14 -2.08 -11.68
O 17.02 -2.28 -12.51
O 16.30 -1.84 -10.43
H 15.21 0.59 -9.31
H 15.89 -0.53 -8.16
H 14.18 -0.40 -8.29
H 14.88 -2.47 -9.06
H 13.66 -0.69 -11.20
H 13.13 -2.22 -10.98
C 11.59 -2.10 -17.55
C 12.53 -2.61 -16.40
C 13.63 -1.66 -15.98
O 13.66 -1.98 -14.59
C 12.57 -2.61 -14.22
O 12.19 -2.76 -13.05
O 11.90 -2.94 -15.24
H 10.96 -2.96 -17.68
H 12.17 -1.90 -18.48
H 11.07 -1.17 -17.25
H 13.01 -3.55 -16.74
H 13.40 -0.60 -16.12
H 14.57 -1.82 -16.52
C 14.48 -13.29 -9.18
C 13.44 -12.63 -10.13
C 14.04 -11.71 -11.21
O 13.23 -11.95 -12.29
C 12.62 -13.16 -12.13
O 12.02 -13.77 -13.01
O 12.69 -13.53 -10.86
H 15.09 -12.51 -8.73
H 15.12 -13.96 -9.64
H 13.98 -13.88 -8.52
H 12.93 -11.94 -9.44
H 15.05 -11.92 -11.43
H 13.97 -10.71 -10.81
C 10.17 -4.64 -11.12
C 10.97 -5.64 -12.09
C 12.48 -5.56 -11.97
O 12.88 -6.84 -11.49
C 11.93 -7.66 -11.54
O 12.02 -8.88 -11.42
O 10.79 -6.98 -11.72
H 10.44 -3.63 -11.48
H 10.39 -4.76 -10.09
H 9.09 -4.78 -11.21
H 10.60 -5.54 -13.08
H 12.76 -4.71 -11.42
H 12.87 -5.48 -13.01
C 11.76 -6.36 -16.19
O 11.46 -5.45 -17.26
C 10.25 -5.56 -17.79
O 9.19 -6.12 -17.04
O 10.02 -5.23 -19.05
C 8.72 -5.56 -19.62
H 12.83 -6.40 -16.25
H 11.22 -7.27 -16.35
H 11.52 -5.88 -15.25
H 7.93 -5.03 -19.03
H 8.45 -6.60 -19.54
H 8.70 -5.30 -20.65
C 8.30 -6.81 -14.05
O 9.39 -7.55 -14.61
C 9.58 -8.77 -14.11
O 8.87 -9.19 -12.97
O 10.51 -9.51 -14.65
C 10.71 -10.77 -14.12
H 8.15 -5.94 -14.58
H 8.60 -6.48 -13.09
H 7.44 -7.38 -13.97
H 11.22 -10.73 -13.19
H 11.33 -11.40 -14.74
H 9.70 -11.27 -13.99
C 14.11 -9.21 -14.12
O 14.39 -7.98 -14.70
C 15.00 -7.06 -13.99
O 15.65 -7.30 -12.70
O 15.08 -5.82 -14.58
C 15.63 -4.72 -13.96
H 13.26 -9.18 -13.39
H 15.00 -9.78 -13.77
H 13.74 -9.86 -14.97
H 15.40 -4.61 -12.90
H 15.21 -3.84 -14.50
H 16.67 -4.63 -14.12
C 16.34 -4.85 -8.68
C 16.40 -5.72 -9.93
C 17.80 -6.03 -10.35
C 18.68 -4.90 -10.46
N 19.31 -3.92 -10.54
H 15.39 -4.50 -8.40
H 16.81 -3.90 -8.83
H 16.79 -5.34 -7.78
H 15.92 -5.10 -10.72
H 15.81 -6.67 -9.89
H 17.79 -6.43 -11.32
H 18.30 -6.80 -9.69
*
```

=====

- Among the records above, which one has the highest relative energy (zero: lowest compared OMol25 entry of this formula, charge and spin)?
  C29H49BrN2OP2Pb

=====

- Which of these has the highest relative energy (zero: lowest compared OMol25 entry of this formula, charge and spin)?
  C29H49BrN2OP2Pb

=====

- What is the formula in the first record?
  C29H48O18

=====

- What is the formula in the second record?
  C29H49BrN2OP2Pb